Entry 1:
This record from the OMol25 dataset describes 11 unconnected molecules or ions with the total composition C56H124O25. The level of theory is ωB97M-V/def2-TZVPD.

XYZ file:
```
205
Properties=species:S:1:pos:R:3:forces:R:3:mulliken_charge:R:1
C 3.724 1.301 -2.002 0.6 -0.2 -0.5 -0.1412
C 4.840 0.270 -2.188 -0.6 0.6 -0.4 0.1031
O 6.022 1.026 -2.578 -0.9 0.3 0.4 -0.3504
C 7.047 0.300 -2.939 1.5 -2.3 0.0 0.7913
C 8.339 1.032 -3.121 0.0 0.8 -0.9 -1.0739
O 7.025 -0.919 -3.018 -0.4 0.7 0.0 -0.5789
H 3.653 2.040 -2.799 0.5 -0.2 -0.2 -0.1491
H 3.974 1.877 -1.113 -0.7 -0.1 0.3 0.2818
H 2.751 0.811 -2.043 0.0 0.0 0.8 -0.0151
H 5.014 -0.269 -1.257 0.3 0.1 0.1 -0.1521
H 4.633 -0.505 -2.921 0.0 0.2 -0.3 0.4113
H 8.267 1.796 -3.901 -0.3 0.2 0.2 0.3255
H 9.110 0.364 -3.492 0.0 -0.3 0.5 0.3238
H 8.611 1.535 -2.198 0.2 0.0 0.1 0.2430
C 1.934 2.675 -6.445 1.4 -0.6 0.2 -1.3457
C 2.017 3.153 -5.001 -2.0 -0.1 -0.3 -0.0046
O 0.983 2.434 -4.267 -0.1 -0.7 -0.3 -0.2305
C 0.714 2.755 -3.001 0.3 -0.2 -0.1 0.7483
C -0.250 1.774 -2.370 -0.1 0.1 0.5 -0.0990
O 1.218 3.693 -2.429 -0.1 -0.1 0.0 -0.6489
H 2.831 3.028 -6.964 -0.2 0.5 -0.1 0.4098
H 1.046 2.984 -6.987 -0.1 0.1 0.2 0.3173
H 2.082 1.596 -6.529 -0.5 -0.1 0.3 0.3171
H 2.946 2.935 -4.489 0.3 0.4 -0.3 0.1990
H 1.665 4.184 -4.984 0.9 0.3 0.3 0.2870
H 0.140 1.486 -1.391 0.2 0.0 -0.1 -0.4668
H -0.448 0.868 -2.937 0.1 0.1 -0.3 0.1383
H -1.180 2.294 -2.139 -0.1 -0.1 -0.3 0.4340
C 8.917 6.436 0.399 0.1 -0.8 -0.2 -1.0952
C 9.238 5.790 1.743 -0.6 1.5 -0.3 -0.2006
O 8.521 4.575 1.890 0.6 -1.1 -0.5 -0.3675
C 7.369 4.502 2.551 -0.1 0.0 0.8 0.6478
C 6.788 3.101 2.631 0.7 0.1 0.5 -0.6451
O 6.891 5.429 3.145 -0.4 0.5 -0.1 -0.5755
H 7.850 6.616 0.271 0.0 0.5 0.4 0.2928
H 9.132 5.767 -0.434 0.4 -0.1 0.0 0.2841
H 9.537 7.327 0.310 -0.3 0.2 -0.2 0.3673
H 10.307 5.619 1.845 -0.1 -0.5 0.0 0.3108
H 8.959 6.528 2.498 -0.1 -0.4 0.3 0.2963
H 7.466 2.349 2.232 -0.3 0.1 -0.5 0.3074
H 5.770 3.065 2.255 0.1 0.0 -0.3 0.0660
H 6.739 2.867 3.697 -0.2 0.2 0.0 0.3180
C -8.482 0.315 2.442 0.9 0.9 -0.2 -1.1535
C -7.140 -0.410 2.418 -0.5 -1.6 0.7 -0.2430
O -6.108 0.267 1.710 -0.9 1.1 0.2 -0.2880
C -4.855 -0.169 1.775 1.1 -0.5 -2.3 0.6514
C -3.951 0.735 0.909 -1.3 0.4 1.7 0.0748
O -4.504 -1.237 2.198 -0.2 -0.1 0.9 -0.6315
H -8.797 0.598 1.438 0.0 0.0 0.0 0.2842
H -8.358 1.230 3.025 -0.2 0.1 -0.1 0.2112
H -9.281 -0.258 2.906 0.2 -0.3 0.0 0.3986
H -6.795 -0.617 3.433 0.0 0.2 0.1 0.3085
H -7.283 -1.407 1.991 0.1 0.0 -0.3 0.3364
H -4.143 0.532 -0.141 0.3 -0.2 0.0 0.1635
H -2.927 0.648 1.251 0.1 -0.1 -0.3 -0.0841
H -4.330 1.734 1.135 0.4 0.2 -0.3 -0.0884
C -3.376 -5.697 1.685 -0.8 -0.4 -0.4 -1.3663
C -2.293 -5.481 0.649 0.0 0.2 0.0 1.1119
O -1.048 -5.961 1.199 -0.3 -0.1 0.5 -0.3744
C 0.064 -5.465 0.677 0.9 0.9 -0.6 0.5600
C 1.290 -5.664 1.541 -1.3 0.1 0.0 -0.8493
O 0.095 -4.880 -0.380 -0.2 0.2 -0.2 -0.5111
H -4.334 -5.686 1.157 0.0 0.2 0.0 0.3610
H -3.450 -4.972 2.493 0.4 0.2 -0.1 0.3107
H -3.354 -6.692 2.133 0.4 0.0 -0.1 0.3591
H -2.525 -5.967 -0.300 0.1 -0.5 0.2 0.4274
H -2.161 -4.440 0.351 -0.1 0.1 0.4 -0.8097
H 1.194 -6.717 1.807 0.9 0.0 0.4 0.5180
H 1.178 -5.025 2.420 -0.2 -0.3 0.2 0.2493
H 2.191 -5.320 1.046 0.0 -0.6 -0.3 0.0798
C 0.358 -0.294 6.111 -0.2 0.1 -0.6 -0.4993
O -0.196 1.006 6.178 -0.3 0.1 0.0 -0.4849
C -0.776 1.397 4.938 -0.1 -0.7 0.2 0.7188
C -1.478 2.735 5.115 1.4 -0.6 0.2 -0.8664
O -2.079 3.066 3.898 -0.2 -0.1 -0.6 0.1368
C -2.675 4.350 3.851 -0.2 0.1 0.4 -0.3686
C -3.940 4.342 3.026 0.6 -1.3 0.2 -0.3124
O -4.908 3.596 3.758 0.1 1.0 -0.4 -0.3973
C -6.134 3.494 3.092 -0.9 -0.6 0.4 -0.6644
H 0.594 -0.658 7.106 0.0 0.2 0.1 0.3467
H 1.249 -0.301 5.476 0.2 0.0 0.1 0.1635
H -0.345 -0.987 5.638 -0.2 -0.1 0.1 0.1727
H -1.486 0.633 4.601 -0.2 0.0 0.1 0.2018
H 0.004 1.425 4.174 0.1 0.4 -0.2 -0.4486
H -0.652 3.405 5.383 -0.3 0.5 0.1 0.2803
H -2.162 2.649 5.962 -0.3 0.2 -0.1 0.3435
H -2.005 5.104 3.425 0.3 -0.1 0.1 -0.0120
H -2.927 4.614 4.882 -0.1 0.4 0.0 0.5086
H -3.750 3.780 2.105 0.1 0.3 -0.2 0.0049
H -4.190 5.371 2.756 -0.5 0.0 0.3 0.4035
H -6.085 3.103 2.070 0.4 0.0 0.0 0.2843
H -6.740 4.408 3.060 0.4 0.3 0.1 0.3473
H -6.706 2.779 3.690 -0.1 0.0 -0.2 0.1640
C 8.644 -3.765 3.393 0.4 -0.6 -1.0 -0.8044
O 7.405 -3.135 3.218 0.0 -0.3 0.2 -0.3139
C 7.309 -2.375 2.018 0.5 -0.4 1.2 -0.6831
C 6.022 -1.629 2.159 -0.8 1.2 -0.7 -0.2609
O 4.837 -2.386 2.296 -0.3 -0.4 0.3 -0.3968
C 4.563 -3.303 1.238 1.8 0.2 0.1 0.2435
C 4.926 -4.724 1.671 0.1 0.0 -0.4 -0.3286
O 4.811 -5.553 0.542 -1.1 0.0 -1.0 -0.3714
C 4.591 -6.941 0.738 1.3 0.9 0.8 -0.7684
H 9.470 -3.082 3.166 0.1 0.1 0.4 0.3089
H 8.782 -4.608 2.697 -0.2 0.1 -0.2 0.3124
H 8.742 -4.238 4.368 -0.2 0.6 0.3 0.2641
H 7.402 -2.998 1.122 -0.1 0.0 0.0 0.2871
H 8.143 -1.661 2.056 -0.1 0.1 -0.5 0.5839
H 5.871 -0.913 1.335 0.3 -0.2 -0.3 0.1583
H 6.102 -0.964 3.019 -0.2 -0.4 0.4 0.4245
H 5.241 -3.049 0.417 -0.5 0.0 -0.5 0.2296
H 3.521 -3.243 0.932 -0.1 0.1 0.0 -0.1843
H 4.203 -4.927 2.472 0.4 -0.7 0.2 0.2414
H 5.986 -4.841 1.918 -0.3 0.6 1.1 0.2561
H 5.512 -7.424 1.097 0.1 0.0 0.0 0.2978
H 4.411 -7.348 -0.251 -0.8 -0.2 0.2 0.2124
H 3.883 -7.051 1.562 -0.6 -0.5 -0.6 0.3541
C -2.240 6.520 0.486 -0.5 0.7 -0.3 -0.6420
O -2.227 5.149 0.190 0.0 -1.1 0.1 -0.2841
C -0.991 4.619 -0.238 0.6 0.9 -1.0 -0.2672
C 0.043 4.409 0.839 0.0 0.2 -0.9 0.5083
O 0.446 5.655 1.389 -0.1 -0.6 0.5 -0.4080
C 1.517 5.535 2.309 0.3 -0.3 -0.2 -0.3366
C 1.374 6.682 3.275 1.5 0.3 1.2 -0.5106
O 2.427 6.782 4.261 0.0 -0.7 -0.1 -0.4139
C 3.754 6.830 3.773 -0.2 0.2 -0.5 -0.5532
H -2.272 7.134 -0.425 0.2 -0.1 -0.1 0.3117
H -1.413 6.877 1.097 0.0 -0.3 0.1 0.2372
H -3.188 6.703 0.996 0.1 0.0 0.1 0.2368
H -0.587 5.223 -1.066 0.2 0.7 0.5 0.4739
H -1.051 3.707 -0.836 -0.9 -0.4 0.9 -0.6431
H 0.881 3.965 0.284 0.2 -0.2 0.4 0.3457
H -0.359 3.721 1.590 0.2 0.1 0.2 -0.0080
H 2.463 5.484 1.761 0.0 0.4 -0.1 0.4784
H 1.528 4.615 2.908 -0.5 -0.2 -0.2 0.2649
H 0.539 6.453 3.934 -0.5 0.5 -0.4 0.0739
H 1.337 7.653 2.779 -0.5 -0.1 -0.2 0.4012
H 3.885 7.734 3.168 0.2 0.1 0.1 0.3209
H 4.029 5.985 3.137 -0.1 -0.1 0.1 0.1392
H 4.442 6.828 4.613 -0.1 0.1 0.1 0.2765
C -3.947 -2.375 -1.305 0.2 -0.6 -0.9 -0.9327
O -4.794 -2.171 -2.426 -0.3 0.6 0.4 -0.3625
C -6.026 -2.888 -2.323 1.2 0.3 -0.4 -0.5738
C -6.789 -2.582 -3.601 -1.4 -0.5 0.1 0.0351
O -7.600 -3.715 -3.903 0.3 -0.5 -0.2 -0.2981
C -8.454 -3.526 -5.014 0.6 1.1 0.4 -0.4325
C -9.559 -4.546 -5.058 -0.2 -0.2 -0.5 -0.6657
O -10.319 -4.634 -3.871 0.2 -0.4 -0.4 -0.3474
C -10.891 -3.434 -3.458 -1.1 0.4 0.2 -0.6409
H -3.131 -1.657 -1.352 -0.3 0.3 0.2 0.0843
H -3.450 -3.344 -1.451 -0.1 -0.2 0.4 0.5894
H -4.498 -2.361 -0.364 0.1 0.2 0.1 0.4972
H -6.549 -2.599 -1.409 -0.2 0.0 0.0 0.2644
H -5.760 -3.947 -2.259 -0.4 -0.2 -0.1 0.3041
H -6.117 -2.324 -4.420 0.2 -0.2 0.0 -0.0622
H -7.520 -1.771 -3.504 0.4 0.5 0.3 0.3850
H -7.894 -3.432 -5.953 0.1 -0.7 -0.1 0.2566
H -8.868 -2.509 -4.947 -0.4 -0.1 0.2 0.4019
H -9.261 -5.564 -5.302 0.5 0.0 0.4 0.3377
H -10.144 -4.279 -5.950 -0.5 0.3 0.2 0.3950
H -11.474 -2.955 -4.258 0.6 0.2 -0.2 0.3047
H -10.171 -2.754 -2.992 0.0 0.1 -0.2 0.1989
H -11.689 -3.643 -2.739 0.4 -0.3 0.3 0.2702
C -4.532 -3.225 -7.833 -0.9 0.8 -0.1 -0.7401
O -3.409 -2.520 -7.351 -0.1 -0.6 0.3 -0.3789
C -3.713 -1.760 -6.186 -0.5 0.2 -0.5 0.0288
C -2.458 -1.037 -5.778 0.0 0.6 0.3 -0.5553
O -1.455 -1.871 -5.276 0.7 -0.6 -0.1 -0.4696
C -1.724 -2.438 -3.999 -0.1 0.1 -0.9 -0.3753
C -0.464 -2.953 -3.343 0.1 1.5 0.1 -0.0666
O 0.423 -1.838 -3.215 -0.3 0.1 0.3 -0.0807
C 1.652 -2.205 -2.648 0.3 -0.5 0.3 -0.1089
H -5.409 -2.575 -7.709 -0.2 -0.1 0.0 0.2758
H -4.789 -4.165 -7.339 0.5 -0.1 0.3 0.2773
H -4.474 -3.402 -8.906 0.5 -0.1 0.0 0.3056
H -4.174 -2.327 -5.371 0.4 -0.5 0.0 -0.0739
H -4.513 -1.055 -6.451 0.2 0.4 0.0 0.4606
H -2.627 -0.234 -5.046 -0.6 -0.1 0.1 0.3198
H -2.085 -0.505 -6.656 0.3 -0.4 -0.1 0.3493
H -2.430 -3.268 -4.092 -0.1 -0.1 0.0 0.3528
H -2.205 -1.662 -3.399 0.1 0.0 0.4 0.1451
H 0.076 -3.730 -3.884 -0.4 -0.3 -0.1 0.4227
H -0.773 -3.260 -2.339 0.2 -0.5 0.0 -0.1219
H 2.122 -1.341 -2.176 -0.1 0.1 -0.3 -0.4844
H 2.316 -2.643 -3.404 0.1 0.2 0.0 0.3351
H 1.545 -2.960 -1.858 -0.2 0.0 0.0 0.1355
C 2.071 1.392 1.561 0.1 0.2 0.5 -0.3892
C 2.336 -0.057 1.940 0.3 0.0 0.3 -0.0754
C 1.057 -0.853 2.263 1.1 -0.4 -0.8 0.1934
C 0.448 -1.466 0.995 -1.0 0.2 0.6 0.8659
C -1.014 -1.942 1.227 0.8 0.4 0.4 2.3132
C -1.326 -2.544 2.614 0.3 -0.5 -1.1 -0.7683
H 1.319 1.456 0.774 0.1 0.2 -0.1 -0.4488
H 2.968 1.967 1.315 0.1 -0.3 -0.5 0.4076
H 1.719 1.950 2.435 -0.4 -0.2 0.0 0.1979
H 2.894 -0.606 1.175 -0.2 0.1 -0.3 -0.2641
H 3.046 -0.081 2.773 -0.2 0.0 0.2 0.4161
H 0.325 -0.258 2.804 0.0 0.1 0.0 -0.6215
H 1.377 -1.693 2.884 -0.3 0.1 0.3 0.5318
H 0.385 -0.728 0.189 0.3 0.0 -0.1 -0.3001
H 1.053 -2.296 0.623 0.1 0.0 0.1 -0.5056
H -1.645 -1.059 1.124 -0.2 -0.2 -0.3 -0.7831
H -1.192 -2.656 0.421 -0.5 0.1 0.1 -1.0755
H -1.139 -1.854 3.431 -0.1 0.1 0.0 0.0213
H -2.368 -2.859 2.601 0.0 0.1 0.3 0.0693
H -0.702 -3.431 2.761 0.0 0.0 0.2 0.0788
```
Positions in Å, forces in eV/Å.

frontier orbital gap: 9.76 eV
max |F|: 0.054 hartree/bohr
structure (SMILES): CCOC(C)=O.CCOC(C)=O.CCOC(C)=O.CCOC(C)=O.CCOC(C)=O.COCCOCCOC.COCCOCCOC.COCCOCCOC.COCCOCCOC.COCCOCCOC.CCCCCC

Entry 2:
This record from the OMol25 dataset describes a molecular structure, C33H38BBrGeIrN4O9S. The level of theory is ωB97M-V/def2-TZVPD.

XYZ file:
```
89
Properties=species:S:1:pos:R:3:forces:R:3:lowdin_spin:R:1
Ir 0.759 0.016 -0.561 -0.2 -0.3 0.3 0.0524
O 5.215 -4.941 0.981 0.0 0.1 0.1 0.0002
C 4.769 -4.120 1.810 0.0 -0.1 0.1 0.0001
O 4.943 -4.040 3.041 0.0 0.0 -0.2 -0.0001
C 3.830 -3.037 1.206 0.1 -0.1 0.0 -0.0001
C 3.279 -2.046 2.003 0.0 0.0 0.0 -0.0025
C 2.420 -1.102 1.455 0.0 -0.1 -0.2 0.0001
N 2.111 -1.201 0.151 -0.1 0.0 0.2 -0.0050
C 2.654 -2.124 -0.659 0.0 0.1 0.2 -0.0003
C 3.531 -3.060 -0.152 0.0 0.0 0.0 -0.0028
C 2.219 -1.997 -2.061 0.0 0.0 0.1 -0.0002
C 2.692 -2.831 -3.061 0.0 0.0 0.0 0.0003
C 2.263 -2.640 -4.361 0.0 0.0 0.0 -0.0008
C 1.379 -1.612 -4.624 0.0 0.0 -0.1 0.0007
C 0.945 -0.813 -3.581 0.0 0.1 0.0 0.0009
N 1.342 -1.003 -2.322 -0.1 0.2 0.1 0.0100
C 1.761 0.037 2.163 -0.3 -0.1 -0.4 0.0058
C 2.258 0.381 3.394 0.1 0.0 0.2 0.0578
C 1.893 1.465 4.264 0.0 0.0 0.0 0.0086
C 1.268 2.593 3.887 0.0 0.1 0.1 0.0979
C 0.918 2.808 2.449 0.1 0.0 0.1 0.0582
N 0.675 0.536 1.485 0.6 0.2 -0.3 0.0953
H 3.532 -2.052 3.052 0.0 0.0 0.0 0.0002
H 3.992 -3.829 -0.755 0.0 0.0 0.0 -0.0002
H 3.394 -3.614 -2.811 0.0 0.0 0.0 0.0001
H 2.626 -3.280 -5.155 0.0 0.0 0.0 -0.0001
H 1.026 -1.406 -5.625 0.0 0.0 0.0 0.0001
H 0.280 0.022 -3.747 0.0 0.0 0.0 0.0002
H 3.038 -0.266 3.771 0.0 0.0 0.0 0.0045
H 2.197 1.361 5.302 0.0 0.0 0.0 -0.0003
H 0.987 3.336 4.627 0.0 0.0 0.0 0.0065
H 0.427 3.775 2.308 0.0 0.0 0.0 0.0100
Br -0.211 6.187 -0.037 0.0 0.0 0.0 0.0011
C 0.754 5.305 -1.422 0.0 0.0 0.0 0.0001
C 0.912 5.939 -2.640 0.0 0.1 0.0 0.0000
N 1.576 5.382 -3.649 0.0 0.1 0.0 0.0001
C 2.101 4.175 -3.446 0.0 -0.1 0.0 0.0000
C 1.992 3.467 -2.255 0.1 0.1 0.0 0.0002
C 1.283 4.044 -1.215 0.0 0.0 0.0 0.0011
C 2.647 2.094 -2.092 -0.3 -0.1 -0.2 -0.0001
O 3.312 1.666 -3.038 0.0 0.0 0.1 -0.0002
O 2.417 1.533 -0.976 0.1 0.1 0.1 0.0000
H 0.500 6.929 -2.801 0.0 0.0 0.0 0.0000
H 2.638 3.719 -4.269 0.0 0.0 0.0 0.0000
H 1.154 3.501 -0.291 0.0 -0.1 0.1 0.0019
C -2.085 -0.024 3.460 0.0 0.0 0.0 0.0149
Ge -1.833 1.598 2.374 0.0 0.0 0.1 0.0548
C -2.194 3.156 3.540 0.0 0.0 0.0 0.0007
C -3.225 1.664 0.993 0.1 0.0 -0.1 0.0067
C 0.049 1.679 1.933 -0.3 0.0 -0.2 0.5039
H -3.140 -0.263 3.616 0.0 0.0 0.0 0.0021
H -1.601 0.112 4.429 0.0 0.0 0.0 0.0002
H -1.604 -0.856 2.945 0.0 0.0 0.0 0.0004
H -3.227 3.124 3.897 0.0 0.0 0.0 0.0002
H -2.054 4.092 2.993 0.0 0.0 0.0 0.0004
H -1.527 3.158 4.402 0.0 0.0 0.0 0.0001
H -4.164 1.326 1.442 0.0 0.0 0.0 0.0001
H -2.980 1.023 0.146 0.0 0.1 0.1 0.0000
H -3.370 2.688 0.643 0.0 0.0 0.0 -0.0001
H 1.841 2.803 1.855 0.0 0.0 0.0 0.0037
C -2.158 3.327 -2.162 0.1 0.0 0.0 0.0002
S -1.416 1.718 -2.406 0.1 -0.3 0.1 0.0000
O -0.503 1.854 -3.525 0.0 0.1 -0.1 0.0001
O -2.483 0.757 -2.616 -0.1 0.1 0.0 0.0003
O -0.701 1.481 -1.112 0.0 0.3 -0.2 0.0078
H -3.146 3.312 -2.617 0.0 0.0 0.0 0.0000
H -1.523 4.070 -2.642 0.0 -0.1 0.1 0.0000
H -2.232 3.529 -1.098 0.0 0.0 0.0 0.0002
C -3.626 -2.514 1.277 0.0 0.0 0.0 0.0001
C -2.719 -2.307 0.074 -0.1 -0.1 0.1 0.0000
C -3.564 -2.023 -1.164 0.0 0.0 0.0 0.0000
O -1.911 -1.148 0.306 0.0 0.0 0.1 0.0000
B -0.658 -1.351 -0.259 0.0 0.0 0.0 0.0011
O -0.518 -2.695 -0.615 0.1 0.0 -0.2 0.0002
C -1.651 -3.429 -0.143 -0.1 -0.1 0.0 0.0000
C -2.019 -4.464 -1.196 0.0 0.0 0.1 0.0000
C -1.227 -4.124 1.147 0.0 0.1 0.0 0.0000
H -4.277 -1.644 1.380 0.0 0.0 0.0 0.0000
H -3.058 -2.620 2.199 0.0 0.0 0.0 0.0001
H -4.252 -3.400 1.141 0.0 0.0 0.0 0.0000
H -4.193 -1.155 -0.965 0.0 0.0 0.0 0.0000
H -4.202 -2.872 -1.424 0.0 0.0 0.0 0.0000
H -2.934 -1.763 -2.015 0.0 0.0 0.0 0.0000
H -2.195 -3.994 -2.162 0.0 0.0 0.0 0.0000
H -2.913 -5.023 -0.904 0.0 0.0 0.0 0.0000
H -1.192 -5.169 -1.303 0.0 0.0 0.0 0.0000
H -0.908 -3.391 1.891 0.0 0.0 0.0 0.0000
H -0.375 -4.771 0.932 0.0 0.0 0.0 0.0000
H -2.033 -4.729 1.569 0.0 0.0 0.0 0.0000
```
Positions in Å, forces in eV/Å.

frontier orbital gap (alpha / beta): 5.11 / 6.36 eV
multiplicity: 2
<S²>: 0.77
max |F|: 0.014 hartree/bohr
charge: -2

Calculated total energy: -4088.7922, -7355.0849 (Eh)